No. 1
Entry from the Open Molecules 2025 dataset: a cluster of 2 separate species, C3H8O3S in total (ωB97M-V/def2-TZVPD).

Computed properties:
- HOMO level: -9.4 eV
- Energy above the lowest of the compared OMol25 structures with the same formula, charge and spin: 37.5 kcal per mole
- LUMO: 0.414 eV
- Calculated total energy: -742.97292 a.u.
- M: 124.2 g/mol
- HOMO-LUMO gap: 9.77 eV
- SMILES: O=C(O)CCS.O

Last column: Mulliken charge in e.
Positions of all 15 atoms, in Å:
O -2.066 -1.502 -0.507  -0.559
C -0.955 -1.023 -0.694  0.587
O -0.208 -1.322 -1.763  -0.454
C -0.362 -0.099 0.329  -0.508
C 0.957 -0.801 0.908  -0.551
S 2.080 0.525 1.177  -0.278
H -0.643 -1.965 -2.387  0.369
H -0.068 0.908 -0.010  -0.042
H -1.106 -0.037 1.019  0.497
H 1.382 -1.565 0.234  0.336
H 0.732 -1.367 1.809  0.349
H 3.129 0.040 0.406  0.142
H -0.422 3.347 -0.049  0.288
H -1.234 1.915 -0.439  0.464
O -1.218 2.946 -0.032  -0.641

---

No. 2
Entry from the Open Molecules 2025 dataset: an isolated molecule of C18H22N4O2 (ωB97M-V/def2-TZVPD).

Computed properties:
- HOMO level: -8.4 eV
- Energy above the lowest of the compared OMol25 structures with the same formula, charge and spin: 22.1 kcal per mole
- LUMO: 0.673 eV
- Calculated total energy: -1068.65060 a.u.
- M: 326.4 g/mol
- HOMO-LUMO gap: 9.05 eV
- SMILES: CCCCc1nc2cc(C(=O)NCc3nccn3CC)ccc2o1

Last column: Mulliken charge in e.
Positions of all 46 atoms, in Å:
C 4.500 4.477 2.932  -1.153
C 5.021 3.740 1.704  -0.443
C 4.195 2.505 1.347  -0.535
H 4.137 1.842 2.212  0.279
H 4.695 1.965 0.540  0.335
C 2.773 2.857 0.887  -0.616
C 2.055 1.634 0.458  0.510
N 1.836 1.262 -0.755  -0.787
C 1.171 0.062 -0.653  0.826
C 0.656 -0.790 -1.614  -0.287
C 0.014 -1.933 -1.166  0.466
C -0.076 -2.239 0.196  -0.370
C 0.421 -1.391 1.166  -1.504
C 1.033 -0.237 0.718  0.702
O 1.601 0.778 1.415  -0.457
H 0.335 -1.614 2.218  0.431
H -0.558 -3.161 0.487  0.514
C -0.572 -2.891 -2.153  -0.225
O -0.163 -4.022 -2.321  -0.669
N -1.638 -2.427 -2.854  -0.059
H -1.984 -3.053 -3.567  0.276
C -2.310 -1.150 -2.698  -1.210
C -2.534 -0.771 -1.271  0.729
N -2.155 0.374 -0.761  -0.609
C -2.534 0.351 0.541  -0.783
C -3.155 -0.830 0.819  -0.369
N -3.156 -1.548 -0.344  0.610
C -3.774 -2.838 -0.520  -0.605
C -5.225 -2.703 -0.978  -1.190
H -5.801 -2.140 -0.248  0.321
H -5.280 -2.184 -1.932  0.259
H -5.670 -3.688 -1.091  0.413
H -3.738 -3.363 0.439  0.452
H -3.198 -3.415 -1.247  0.269
H -3.580 -1.217 1.722  0.458
H -2.335 1.182 1.187  0.454
H -3.269 -1.221 -3.221  0.525
H -1.735 -0.334 -3.150  0.339
H 0.756 -0.565 -2.663  0.519
H 2.813 3.543 0.041  0.321
H 2.222 3.318 1.708  0.262
H 5.039 4.421 0.851  0.313
H 6.048 3.421 1.894  0.315
H 3.520 4.909 2.745  0.310
H 4.423 3.799 3.779  0.296
H 5.177 5.284 3.202  0.364

---

No. 3
Entry from the Open Molecules 2025 dataset: a structure of composition C30H27ClHgN6O7P3 (ωB97M-V/def2-TZVPD).

Computed properties:
- HOMO level (spin up / spin down): 0.4 / -2.9 eV
- Energy above the lowest of the compared OMol25 structures with the same formula, charge and spin: 6.3 kcal per mole
- LUMO (spin up / spin down): 4.268 / 4.262 eV
- Calculated total energy: -3652.61773 a.u.
- M: 912.5 g/mol
- 2S+1: 2
- Charge: -2
- HOMO-LUMO gap (spin up / spin down): 3.87 / 7.13 eV

Last column: Mulliken charge in e.
Positions of all 75 atoms, in Å:
Hg 0.061 0.130 1.024  1.738
Cl -3.038 -0.364 -1.636  -0.107
C -3.141 -2.090 -1.802  0.579
C -4.394 -2.665 -1.944  -0.662
C -4.503 -4.041 -2.060  -0.482
C -3.361 -4.828 -2.034  -0.770
C -2.114 -4.237 -1.898  -0.645
C -1.973 -2.855 -1.787  -0.149
P -0.375 -2.014 -1.448  1.605
C 0.045 -1.285 -3.078  0.458
C -0.825 -1.198 -4.160  -0.644
C -0.436 -0.557 -5.330  -0.605
C 0.829 0.003 -5.431  -0.665
C 1.706 -0.084 -4.357  -0.562
C 1.317 -0.719 -3.189  -0.275
C 0.797 -3.420 -1.409  -0.460
C 1.262 -3.816 -0.158  -0.275
C 2.144 -4.886 -0.054  -0.802
C 2.574 -5.552 -1.192  -0.457
C 2.125 -5.148 -2.445  -0.616
C 1.241 -4.086 -2.552  -0.024
H -5.270 -2.030 -1.943  0.450
H -5.481 -4.496 -2.154  0.333
H -3.439 -5.905 -2.103  0.362
H -1.230 -4.860 -1.856  0.329
H -1.817 -1.628 -4.095  0.320
H -1.130 -0.489 -6.159  0.368
H 1.127 0.516 -6.338  0.334
H 2.690 0.366 -4.408  0.416
H 2.005 -0.764 -2.352  0.390
H 0.957 -3.276 0.736  0.365
H 2.496 -5.185 0.925  0.484
H 3.268 -6.381 -1.107  0.352
H 2.467 -5.659 -3.338  0.384
H 0.896 -3.765 -3.529  0.403
O -0.790 0.619 3.999  -0.444
P -2.043 -0.195 3.376  0.836
O -3.329 0.288 3.909  -0.804
O -1.880 -0.142 1.836  -0.824
O -1.705 -1.679 3.831  -0.431
P -0.906 -2.825 2.924  0.802
O -1.956 -3.003 1.694  -0.490
O -0.868 -4.076 3.704  -0.882
O 0.342 -2.178 2.397  -0.538
H -0.956 1.575 3.910  0.426
H -2.138 -2.115 1.339  0.330
C -1.451 3.768 -2.104  -1.185
C -0.254 3.877 -2.861  -0.345
C 0.845 3.151 -2.498  -0.792
C 0.813 2.286 -1.359  0.453
N -0.385 2.161 -0.665  0.949
C -1.433 2.871 -1.044  -0.727
C 1.948 1.516 -0.925  0.717
C 3.221 1.690 -1.536  -0.930
C 4.300 0.890 -1.223  -0.592
C 4.188 -0.120 -0.267  -0.911
C 2.964 -0.275 0.387  -0.615
C 1.863 0.516 0.094  -0.200
H -2.351 4.310 -2.362  0.363
H -0.209 4.516 -3.736  0.356
H 1.742 3.224 -3.099  0.140
H -2.330 2.718 -0.446  0.441
H 3.364 2.470 -2.274  0.306
H 5.247 1.058 -1.728  0.344
H 5.029 -0.759 -0.027  0.350
H 2.862 -1.047 1.143  0.454
N 0.661 5.031 0.327  -0.715
N 0.621 4.236 1.463  1.248
N 1.679 3.604 1.905  -0.754
C 1.174 2.978 2.961  -0.079
N -0.120 3.272 3.154  -0.233
N -0.463 4.069 2.170  -0.867
H 0.917 4.406 -0.441  0.441
H -0.303 5.311 0.176  0.424
H 1.737 2.305 3.582  0.512

---

No. 4
Entry from the Open Molecules 2025 dataset: an isolated molecule of ClHOS (ωB97M-V/def2-TZVPD).

Computed properties:
- HOMO level (spin up / spin down): -8.5 / -9.5 eV
- Energy above the lowest of the compared OMol25 structures with the same formula, charge and spin: 13.3 kcal per mole
- LUMO (spin up / spin down): 0.831 / -3.402 eV
- Calculated total energy: -934.01752 a.u.
- M: 84.5 g/mol
- 2S+1: 3
- HOMO-LUMO gap (spin up / spin down): 9.34 / 6.06 eV

Last column: Mulliken charge in e.
Positions of all 4 atoms, in Å:
O -1.844 -0.379 -0.634  -0.297
S -0.270 -1.051 0.383  0.057
Cl -3.104 0.060 0.259  0.030
H -1.011 -2.052 0.578  0.210